(1)
{
  "formula": "C18H41N2P3SSeYb",
  "method": "the ωB97M-V functional and the def2-TZVPD basis",
  "elements": ["C", "H", "Yb", "C", "H", "H", "H", "C", "C", "C", "H", "C", "H", "H", "H", "H", "H", "C", "H", "Se", "H", "C", "H", "H", "P", "H", "H", "C", "H", "H", "H", "C", "H", "H", "H", "H", "H", "H", "H", "N", "S", "H", "H", "H", "C", "H", "C", "H", "C", "P", "P", "C", "H", "C", "H", "C", "H", "H", "H", "C", "N", "H", "H", "H", "H", "C", "H"],
  "xyz": [[-0.3259, -2.9578, 0.1219], [1.3280, -3.7117, -6.8477], [0.1560, 0.2365, -0.4286], [-0.4326, -2.9523, 1.4638], [0.5525, -5.7786, -5.6722], [-4.5038, 0.4747, -1.3829], [0.6415, -3.1192, -0.3713], [1.6602, 3.8962, 0.4439], [3.4764, 1.0082, 2.3056], [3.7033, 0.1059, -0.3368], [-3.3545, 2.5429, 1.2731], [0.5843, -2.3689, -3.8273], [-3.2151, 1.6858, -1.6862], [1.3554, -1.5086, -5.6468], [-2.0666, 3.7172, -0.4032], [3.0197, -1.7264, 2.8415], [-0.3555, -5.5958, -3.3456], [0.0094, -3.4849, -3.2062], [-4.8136, 1.6723, 0.6849], [0.8354, -0.7193, -2.8630], [-4.0476, 1.2005, 2.2375], [3.1791, -1.6890, 1.7560], [1.4179, 2.4985, -2.2857], [1.5823, 4.0339, 1.5286], [2.5898, -0.0737, 1.1200], [-1.9369, 1.9392, 5.8434], [-1.2309, -2.9472, -0.4945], [-3.7857, -1.1371, 0.7423], [1.2608, 0.7830, 5.1043], [4.6911, -0.2587, -0.0373], [-1.3387, 4.2572, 1.1262], [-1.1479, 4.1021, 0.0573], [1.6749, 4.8716, -0.0549], [-2.9374, -0.0392, -2.0819], [-4.0051, -1.1298, 1.8175], [-0.3599, 2.5977, -2.5315], [2.6048, 3.3810, 0.2298], [3.3250, -0.4817, -1.1856], [4.2500, -1.7910, 1.5351], [-1.7925, 1.6654, 4.8735], [-0.3586, 0.7205, 2.8249], [-0.4254, -3.4377, -2.2082], [3.1167, 0.8013, 3.3239], [0.5883, 4.0794, -2.2422], [0.4964, 3.0164, -1.9841], [-2.5647, 1.7371, 4.2277], [0.5253, -4.8077, -5.1640], [4.5557, 0.8001, 2.2445], [1.0021, -2.4238, -5.1658], [-2.7927, 0.3534, 0.3261], [0.2305, 2.9232, -0.1477], [0.0263, -4.7105, -3.8654], [-0.1537, -1.3186, -1.7939], [-0.6191, 1.2090, 4.4382], [2.6141, -2.5039, 1.2868], [0.9811, -3.6584, -5.8238], [-4.7258, -1.1144, 0.1766], [-0.8903, 5.0563, -0.4170], [-1.3981, -2.8503, 1.9492], [-3.4237, 0.6520, -1.3820], [0.3610, 1.1446, 5.3722], [0.4326, -2.9987, 2.1189], [-3.2197, -2.0439, 0.4997], [3.2896, 2.0661, 2.0737], [0.1840, 1.3840, 6.3338], [-3.8544, 1.5655, 1.2166], [3.7748, 1.1600, -0.6359]],
  "forces_ev_per_a": [[0.14, 0.33, 0.50], [-0.03, -0.01, 0.04], [-0.60, 0.25, 3.08], [0.05, 0.64, -0.52], [-0.04, 0.47, 0.22], [0.18, 0.12, -0.21], [-0.34, -0.02, 0.17], [0.18, -0.39, 0.32], [-0.62, 0.48, 0.12], [-0.19, 0.01, -0.09], [-0.31, -0.21, 0.05], [-0.26, -1.28, -1.27], [-0.09, -0.21, -0.06], [0.00, -0.45, -0.08], [0.21, 0.09, 0.07], [0.02, -0.07, -0.28], [0.07, 0.39, -0.28], [0.35, 0.18, 0.36], [0.39, -0.13, 0.15], [-1.21, -0.81, 0.58], [0.10, 0.17, -0.38], [-0.68, -0.26, -0.02], [-0.11, 0.15, -0.03], [0.02, 0.03, -0.20], [1.15, -0.12, -0.36], [-0.02, -0.10, -0.43], [0.23, -0.09, 0.17], [0.64, -0.36, 0.15], [-0.11, 0.04, 0.17], [-0.06, 0.16, -0.29], [0.05, 0.02, -0.22], [-0.39, -0.38, 0.26], [-0.10, -0.17, 0.09], [-0.21, 0.13, -0.07], [0.10, -0.12, -0.27], [0.15, 0.11, -0.02], [-0.20, 0.11, 0.01], [0.34, 0.11, 0.21], [-0.32, 0.02, 0.09], [-0.16, 0.04, -0.17], [0.02, 0.00, 0.04], [0.29, -0.02, -0.48], [0.15, 0.12, -0.35], [0.03, -0.26, -0.15], [-0.11, -0.03, 0.22], [0.15, 0.01, 0.22], [0.16, 0.18, -0.21], [-0.39, -0.01, -0.04], [0.17, 0.29, 0.63], [-0.98, -0.06, -0.81], [0.33, 1.28, -0.79], [-0.11, -0.03, -0.10], [0.56, 0.12, -1.33], [0.60, 0.11, 1.29], [0.33, 0.02, 0.14], [-0.22, 0.02, 0.44], [0.25, -0.01, 0.18], [0.05, -0.21, 0.11], [0.07, -0.10, -0.02], [0.33, -0.02, 0.08], [-0.59, -0.10, -1.19], [-0.08, -0.16, -0.11], [-0.36, 0.04, 0.05], [0.15, -0.30, 0.18], [0.12, -0.02, 0.08], [0.66, 0.48, 0.39], [0.06, -0.19, 0.00]],
  "mulliken_spin": [0.00, 0.00, 1.01, 0.00, 0.00, 0.00, 0.00, 0.00, 0.00, 0.00, 0.00, 0.00, 0.00, 0.00, 0.00, 0.00, 0.00, 0.00, 0.00, 0.00, 0.00, 0.00, 0.00, 0.00, 0.00, 0.00, 0.00, 0.00, 0.00, 0.00, 0.00, 0.00, 0.00, 0.00, 0.00, 0.00, 0.00, 0.00, 0.00, 0.00, 0.00, 0.00, 0.00, 0.00, 0.00, 0.00, 0.00, 0.00, 0.00, 0.00, 0.00, 0.00, 0.00, 0.00, 0.00, 0.00, 0.00, 0.00, 0.00, 0.00, 0.00, 0.00, 0.00, 0.00, 0.00, 0.00, 0.00],
  "lumo_ev": [-10.319, -11.050],
  "multiplicity": 2,
  "fmax_ev_per_a": 3.15,
  "gap_ev": [6.371, 5.640],
  "total_charge": 3
}



(2)
{
  "formula": "C6H10",
  "method": "the ωB97M-V functional and the def2-TZVPD basis",
  "elements": ["H", "C", "H", "H", "C", "H", "H", "C", "H", "H", "C", "H", "C", "C", "H", "H"],
  "xyz": [[-1.9635, -0.7626, 1.2507], [0.8025, -0.7695, -0.7969], [1.5914, 1.1262, 0.7534], [-1.8455, -0.8232, -0.5397], [0.3497, 0.6574, -1.1463], [0.4346, -1.7485, 1.2287], [-0.3855, 0.6803, 2.0956], [-1.3222, -0.5975, 0.3903], [1.8906, -0.8819, -0.7476], [-1.1545, 1.9424, -0.1581], [-0.0306, 0.4522, 1.0966], [0.2549, 0.9607, -2.1828], [0.1312, -0.9411, 0.5695], [-0.5540, 1.0413, -0.1416], [1.5379, 1.2635, -0.1304], [0.4188, -1.5196, -1.5016]],
  "forces_ev_per_a": [[0.07, 0.04, -0.01], [0.10, -0.04, 0.02], [0.07, 0.11, -0.45], [0.21, 0.22, 0.12], [-0.28, -0.06, -0.19], [-0.07, 0.07, -0.07], [0.04, -0.04, -0.14], [-0.34, -0.65, 0.13], [-0.07, 0.02, 0.02], [0.01, -0.09, 0.02], [-0.40, -0.03, -0.02], [-0.05, -0.02, 0.08], [0.07, -0.14, 0.07], [0.48, 0.54, -0.16], [0.11, -0.05, 0.47], [0.04, 0.13, 0.10]],
  "mulliken_charge": [0.29, -0.76, 0.13, 0.32, -0.60, 0.40, 0.37, -0.74, 0.37, 0.43, -0.68, 0.34, 0.16, -0.28, -0.04, 0.30],
  "lumo_ev": 0.985,
  "de_lowest_kcal_mol": 131.8,
  "fmax_ev_per_a": 0.74,
  "gap_ev": 8.279,
  "total_charge": 0
}



(3)
{
  "formula": "C6H7NO3",
  "method": "the ωB97M-V functional and the def2-TZVPD basis",
  "elements": ["H", "C", "H", "H", "H", "C", "C", "H", "O", "H", "O", "C", "O", "C", "H", "N", "C"],
  "xyz": [[0.7982, -0.9392, -1.3627], [-0.4592, 0.2681, -0.0037], [-1.6350, 0.9810, 1.7132], [2.6821, -2.7235, 1.9064], [-2.2418, 0.9030, -2.0261], [2.1973, -1.9558, 1.3285], [0.2546, 1.6013, -0.2912], [-2.3873, -0.5126, -1.2399], [-0.0437, 2.7769, -0.2610], [-0.6459, -0.5815, 2.0277], [-1.8203, -0.5778, 0.2902], [0.8885, -0.4040, -0.4057], [-1.7932, 0.0455, -2.0755], [-1.1170, 0.1012, 1.3152], [2.3092, 1.2871, -0.9009], [1.4068, 0.9586, -0.5784], [1.6068, -1.2284, 0.5638]],
  "forces_ev_per_a": [[-0.05, 0.13, 0.28], [-0.54, -1.92, 3.11], [0.23, -0.24, 0.01], [-0.13, 0.51, -0.10], [0.15, -0.10, -0.24], [-0.51, 0.15, -0.70], [-1.62, 2.40, -1.54], [2.72, 2.54, -3.78], [0.25, -1.35, 0.18], [-0.20, 0.30, 0.13], [2.32, 1.82, -0.61], [-0.28, -0.44, -0.40], [-3.06, -2.03, 2.35], [0.66, -0.50, 0.19], [-0.33, -0.01, 0.26], [0.02, -0.61, 0.16], [0.36, -0.66, 0.72]],
  "mulliken_charge": [0.24, 0.79, 0.26, 0.45, 0.31, 0.42, 0.09, 0.43, -0.62, 0.25, -0.56, 0.20, -0.74, -0.32, 0.20, -0.16, -1.25],
  "lumo_ev": 0.549,
  "de_lowest_kcal_mol": 131.1,
  "fmax_ev_per_a": 5.31,
  "gap_ev": 10.470,
  "smiles": "C#C[C@@H]1NC(=O)[C@]12CO2.O",
  "total_charge": 0
}